# 1
# C21H18IN2O3OsS3

C21H18IN2O3OsS3 as an isolated structure at a distorted geometry (ωB97M-V with the def2-TZVPD basis set, OMol25).

```
49
Properties=species:S:1:pos:R:3
Os 1.36 -0.52 -1.66
O -1.16 -3.98 -3.09
C -2.02 -3.26 -3.83
C -2.90 -3.97 -4.65
C -3.83 -3.30 -5.42
C -3.93 -1.91 -5.37
C -3.05 -1.20 -4.60
C -2.06 -1.85 -3.84
C -1.04 -1.05 -3.16
O -0.17 -1.62 -2.34
N -0.98 0.21 -3.36
N 0.08 0.82 -2.72
C 0.02 2.12 -2.72
S -1.33 2.93 -3.43
C -0.92 4.53 -2.68
C 0.59 4.67 -2.63
S 1.27 3.09 -2.04
H -0.61 -3.38 -2.56
H -2.83 -5.05 -4.66
H -4.49 -3.87 -6.07
H -4.70 -1.40 -5.94
H -3.10 -0.12 -4.56
H -1.36 4.55 -1.69
H -1.37 5.31 -3.30
H 0.89 5.45 -1.93
H 1.01 4.88 -3.61
C 2.22 1.12 7.88
C 1.95 -0.35 8.01
O 2.64 -1.18 8.51
S 0.26 -0.82 7.35
C 0.55 -0.64 5.63
C -0.48 -0.14 4.83
C -0.34 -0.08 3.46
C 0.84 -0.54 2.86
C 1.88 -1.02 3.66
C 1.74 -1.06 5.03
C 0.96 -0.52 1.45
C 1.05 -0.50 0.22
H 3.22 1.35 8.22
H 1.49 1.65 8.48
H 2.09 1.44 6.84
H -1.39 0.20 5.31
H -1.14 0.31 2.85
H 2.79 -1.38 3.19
H 2.55 -1.46 5.64
I 3.55 -0.79 -3.29
C 3.12 0.49 -1.55
H 3.19 1.52 -1.88
H 3.89 0.28 -0.81
```

Summary:
Charge: +1
Molar mass, g mol⁻¹: 759.72
E_tot, eV: -74254.945
HOMO-LUMO gap (alpha / beta), eV: 4.78 / 4.76
Multiplicity: 1
Energy above the lowest of the compared OMol25 structures with the same formula, charge and spin, kcal/mol: 23.4

# 2
# C21H18IrN5O

C21H18IrN5O as an isolated structure at a distorted geometry (ωB97M-V with the def2-TZVPD basis set, OMol25).

```
46
Properties=species:S:1:pos:R:3
Ir -0.07 0.43 -0.33
O -1.26 4.46 -1.22
C -1.19 3.28 -1.02
N -0.04 2.57 -0.83
C 1.17 3.27 -1.07
C 2.35 2.36 -0.99
C 3.65 2.86 -1.13
C 4.70 1.96 -1.17
C 4.44 0.60 -1.08
C 3.13 0.19 -0.89
N 2.12 1.05 -0.84
C -2.42 2.39 -0.99
C -3.68 2.97 -1.13
C -4.77 2.12 -1.19
C -4.58 0.75 -1.12
C -3.29 0.26 -0.97
N -2.25 1.08 -0.90
H 1.27 4.14 -0.39
H 1.14 3.75 -2.07
H 3.82 3.92 -1.22
H 5.72 2.32 -1.28
H 5.23 -0.13 -1.13
H 2.88 -0.86 -0.77
H -3.75 4.05 -1.20
H -5.76 2.55 -1.30
H -5.41 0.07 -1.20
H -3.10 -0.80 -0.91
N 0.02 0.01 2.01
C -0.02 -1.41 2.27
C -0.03 -1.92 3.56
C -0.05 -3.30 3.78
C -0.08 -4.18 2.72
C -0.05 -3.70 1.39
C -0.03 -4.56 0.28
C 0.03 -4.03 -0.99
C 0.04 -2.64 -1.13
N 0.01 -1.80 -0.11
C -0.02 -2.30 1.16
H 0.90 0.40 2.37
H -0.72 0.48 2.53
H -0.01 -1.25 4.40
H -0.04 -3.67 4.80
H -0.11 -5.25 2.89
H -0.04 -5.64 0.43
H 0.07 -4.66 -1.87
H 0.09 -2.20 -2.12
```

Summary:
Charge: +3
Molar mass, g mol⁻¹: 548.63
Expectation value of S²: 0.85
E_tot, eV: -34376.289
HOMO-LUMO gap (alpha / beta), eV: 4.47 / 3.96
Multiplicity: 2
Energy above the lowest of the compared OMol25 structures with the same formula, charge and spin, kcal/mol: 84.0

# 3
# C21H18N4PdSe

C21H18N4PdSe as an isolated structure at a distorted geometry (ωB97M-V with the def2-TZVPD basis set, OMol25).

```
45
Properties=species:S:1:pos:R:3
Pd -0.60 -0.11 0.66
C -1.82 -2.86 2.46
C -1.95 -1.39 2.20
C -1.23 -0.46 2.97
C -1.36 0.93 2.76
C -0.65 1.92 3.62
C -2.25 1.37 1.75
C -3.04 0.47 1.00
C -4.07 0.98 0.04
C -2.85 -0.91 1.21
H -1.05 -3.30 1.82
H -2.75 -3.37 2.24
H -1.54 -3.05 3.49
H -0.64 -0.81 3.81
H 0.28 2.24 3.15
H -0.40 1.49 4.59
H -1.25 2.81 3.78
H -2.43 2.44 1.64
H -3.62 1.25 -0.91
H -4.53 1.88 0.43
H -4.83 0.23 -0.14
H -3.48 -1.62 0.69
Se 4.97 -0.01 -4.82
N 3.22 0.00 -4.86
C 2.74 0.01 -3.63
C 1.35 0.01 -3.28
C 0.31 0.01 -4.22
C -1.00 -0.02 -3.79
C -1.25 -0.05 -2.42
N -0.28 -0.03 -1.52
C 1.00 0.01 -1.91
C 2.02 0.02 -0.88
N 1.61 0.02 0.40
C 2.50 0.01 1.38
C 3.87 0.00 1.14
C 4.33 0.00 -0.16
C 3.39 0.01 -1.21
C 3.76 0.01 -2.60
N 4.99 0.00 -3.07
H 0.55 0.02 -5.28
H -1.82 -0.03 -4.48
H -2.27 -0.11 -2.03
H 2.10 0.01 2.40
H 4.56 -0.01 1.97
H 5.38 0.00 -0.39
```

Summary:
Charge: +2
Molar mass, g mol⁻¹: 511.78
E_tot, eV: -96841.152
HOMO-LUMO gap (alpha / beta), eV: 5.82 / 5.82
Multiplicity: 1

# 4
# C21H18N7OS2V

C21H18N7OS2V as an isolated structure at a distorted geometry (ωB97M-V with the def2-TZVPD basis set, OMol25).

```
50
Properties=species:S:1:pos:R:3
V -1.44 0.30 0.93
N -5.20 1.29 2.89
C -3.88 1.00 2.58
S -3.66 -0.23 1.33
N -3.01 1.68 3.20
N -1.72 1.44 2.71
C -0.80 2.30 2.94
C 0.56 2.16 2.40
C 1.48 3.26 2.42
C 2.81 3.15 1.96
C 3.25 1.90 1.61
C 2.42 0.82 1.52
C 1.06 0.88 1.88
O 0.31 -0.16 1.69
H -5.91 0.60 2.75
H -5.30 1.87 3.73
H -1.10 3.22 3.47
H 1.18 4.21 2.88
H 3.43 4.00 1.96
H 4.37 1.79 1.40
H 2.84 -0.16 1.19
N 0.09 3.48 -1.15
C -0.48 2.30 -0.93
S -2.13 2.29 -0.33
N 0.23 1.22 -1.19
N -0.44 0.08 -0.91
C 0.02 -1.05 -1.30
C 1.11 -1.26 -2.27
C 1.20 -0.43 -3.40
C 2.24 -0.62 -4.29
C 3.27 -1.53 -4.07
C 3.17 -2.30 -2.94
C 2.10 -2.19 -2.09
C -0.67 -2.17 -0.73
C -0.75 -3.37 -1.44
C -1.48 -4.42 -0.90
C -2.14 -4.24 0.29
C -2.04 -3.04 0.92
N -1.33 -2.01 0.42
H -0.24 4.35 -0.83
H 1.06 3.50 -1.45
H 0.49 0.36 -3.53
H 2.24 -0.10 -5.21
H 4.11 -1.55 -4.77
H 3.92 -3.07 -2.72
H 2.11 -2.83 -1.23
H -0.32 -3.48 -2.44
H -1.71 -5.29 -1.49
H -2.75 -5.03 0.74
H -2.60 -2.90 1.80
```

Summary:
Molar mass, g mol⁻¹: 499.50
Expectation value of S²: 2.02
E_tot, eV: -81907.186
HOMO-LUMO gap (alpha / beta), eV: 6.85 / 6.96
Multiplicity: 3
Energy above the lowest of the compared OMol25 structures with the same formula, charge and spin, kcal/mol: 0.0

# 5
# C21H19AuF5N3O3

C21H19AuF5N3O3 as an isolated structure (ωB97M-V with the def2-TZVPD basis set, OMol25).

```
52
Properties=species:S:1:pos:R:3
Au 0.36 0.43 -1.70
O -3.51 2.48 3.80
C -4.19 1.99 2.68
C -3.18 1.62 1.63
C -3.58 1.00 0.44
C -2.63 0.69 -0.50
N -1.33 0.96 -0.32
C -0.93 1.57 0.81
C -1.83 1.90 1.80
C 0.51 1.88 0.90
C 1.10 2.46 2.01
C 2.46 2.77 1.99
C 3.11 3.42 3.17
O 2.20 3.43 4.24
C 3.18 2.48 0.84
C 2.54 1.88 -0.23
N 1.24 1.59 -0.19
H -4.14 2.69 4.50
H -4.86 2.75 2.25
H -4.80 1.11 2.91
H -4.62 0.77 0.25
H -2.90 0.21 -1.43
H -1.52 2.38 2.71
H 0.53 2.68 2.89
H 3.40 4.44 2.87
H 4.03 2.88 3.41
H 2.63 3.80 5.02
H 4.24 2.70 0.76
H 3.07 1.63 -1.14
C 2.05 -4.76 0.56
N 1.10 -3.65 0.53
C -0.04 -3.71 1.43
C 1.37 -2.55 -0.16
O 0.69 -1.52 -0.13
H 1.50 -5.70 0.65
H 2.73 -4.68 1.40
H 2.62 -4.79 -0.37
H -0.51 -4.69 1.36
H -0.75 -2.94 1.16
H 0.28 -3.55 2.46
H 2.27 -2.63 -0.78
F -2.23 -1.40 -2.88
C -1.25 -1.29 -3.74
C -0.10 -0.60 -3.43
C 0.83 -0.62 -4.45
F 1.98 -0.03 -4.30
C 0.65 -1.27 -5.73
F 1.60 -1.21 -6.60
C -0.53 -1.94 -6.00
F -0.73 -2.53 -7.15
C -1.49 -1.96 -5.00
F -2.61 -2.57 -5.18
```

Summary:
Charge: +2
Molar mass, g mol⁻¹: 653.36
Expectation value of S²: 2.02
E_tot, eV: -49959.692
HOMO-LUMO gap (alpha / beta), eV: 8.71 / 4.82
Multiplicity: 3

# 6
# C21H19BF4IIrN6O4S

C21H19BF4IIrN6O4S as an isolated structure at a distorted geometry (ωB97M-V with the def2-TZVPD basis set, OMol25).

```
58
Properties=species:S:1:pos:R:3
Ir 0.01 -0.60 -0.22
C 2.99 -1.64 0.39
N 2.42 -0.46 -0.25
C 3.01 0.81 0.20
C 2.05 1.92 -0.03
N 0.75 1.77 0.04
C 0.20 3.03 -0.14
C -1.23 3.46 0.01
C -1.35 4.95 -0.17
C -0.31 5.79 -0.41
C 1.03 5.33 -0.47
C 1.22 3.94 -0.31
N 2.39 3.20 -0.25
C 2.04 -2.77 0.20
N 0.80 -2.61 -0.19
C 0.22 -3.89 -0.22
C -1.06 -4.34 -0.56
C -1.29 -5.70 -0.49
C -0.30 -6.61 -0.09
C 0.96 -6.17 0.26
C 1.19 -4.80 0.18
N 2.33 -4.05 0.43
H 3.06 -1.44 1.46
H 3.98 -1.89 0.02
H 2.48 -0.53 -1.27
H 3.97 1.01 -0.27
H 3.16 0.73 1.28
H -1.53 3.19 1.03
H -2.36 5.35 -0.11
H -0.50 6.84 -0.55
H 1.85 6.01 -0.60
H 3.32 3.57 -0.34
H -1.83 -3.65 -0.84
H -2.27 -6.08 -0.75
H -0.52 -7.66 -0.04
H 1.73 -6.86 0.58
H 3.21 -4.41 0.79
F 0.17 -0.91 1.81
B 0.71 -0.09 3.01
F 0.14 1.15 2.86
F 0.35 -0.79 4.11
F 2.10 -0.06 2.82
I -5.31 1.42 1.97
C -3.68 1.66 0.72
C -3.59 2.62 -0.21
C -2.29 2.75 -0.95
C -1.74 1.39 -1.24
N -1.64 0.63 0.01
C -2.55 0.74 0.89
H -4.39 3.33 -0.37
H -2.38 3.33 -1.87
H -0.75 1.52 -1.65
H -2.49 0.12 1.78
O -2.21 -1.30 -3.67
S -1.68 -0.79 -2.47
O -0.22 -0.41 -2.41
O -1.90 -1.61 -1.27
O -2.46 0.60 -2.18
```

Summary:
Charge: +1
Molar mass, g mol⁻¹: 857.41
Expectation value of S²: 0.77
E_tot, eV: -72534.501
HOMO-LUMO gap (alpha / beta), eV: 3.72 / 3.90
Multiplicity: 2
Energy above the lowest of the compared OMol25 structures with the same formula, charge and spin, kcal/mol: 110.6

# 7
# C21H19BF4IIrN6O4S

C21H19BF4IIrN6O4S as an isolated structure at a distorted geometry (ωB97M-V with the def2-TZVPD basis set, OMol25).

```
58
Properties=species:S:1:pos:R:3
Ir -0.54 0.69 -0.52
C 1.62 -1.28 1.07
N 0.59 -1.64 0.10
C -0.46 -2.53 0.54
C -1.66 -1.73 0.95
N -1.66 -0.39 0.89
C -2.91 -0.01 1.16
C -3.50 1.35 1.00
C -4.99 1.33 1.11
C -5.71 0.23 1.44
C -5.07 -1.03 1.59
C -3.71 -1.12 1.46
N -2.84 -2.21 1.33
C 1.89 0.19 1.05
N 0.99 1.11 0.75
C 1.59 2.35 0.99
C 1.08 3.64 0.92
C 1.93 4.68 1.26
C 3.24 4.44 1.68
C 3.75 3.16 1.79
C 2.89 2.13 1.44
N 3.04 0.74 1.47
H 2.55 -1.84 0.91
H 1.27 -1.51 2.08
H 1.01 -2.01 -0.75
H -0.17 -3.20 1.36
H -0.75 -3.16 -0.30
H -3.17 1.94 1.88
H -5.48 2.28 0.94
H -6.78 0.28 1.53
H -5.67 -1.92 1.76
H -3.08 -3.18 1.42
H 0.06 3.83 0.61
H 1.56 5.70 1.21
H 3.87 5.28 1.94
H 4.76 2.98 2.14
H 3.86 0.23 1.73
F 0.46 -0.95 -2.72
B 1.61 -1.80 -2.74
F 2.19 -1.84 -3.97
F 2.51 -1.26 -1.75
F 1.20 -3.06 -2.25
I -0.32 6.02 -2.94
C 0.54 4.13 -2.81
C 1.71 3.81 -3.46
C 2.24 2.55 -3.28
C 1.58 1.64 -2.47
N 0.43 1.95 -1.86
C -0.08 3.18 -2.03
H 2.21 4.54 -4.09
H 3.16 2.25 -3.77
H 1.98 0.66 -2.29
H -1.01 3.39 -1.52
O -2.75 2.20 -2.52
S -3.36 1.31 -1.60
O -2.63 0.04 -1.39
O -3.03 2.07 -0.12
O -4.79 1.18 -1.58
```

Summary:
Charge: +1
Molar mass, g mol⁻¹: 857.41
Expectation value of S²: 0.75
E_tot, eV: -72537.067
HOMO-LUMO gap (alpha / beta), eV: 5.51 / 5.48
Multiplicity: 2
Energy above the lowest of the compared OMol25 structures with the same formula, charge and spin, kcal/mol: 51.4

# 8
# C21H19BrF3N2O5S

A 2-piece molecular cluster, C21H19BrF3N2O5S overall at a distorted geometry (ωB97M-V with the def2-TZVPD basis set, OMol25).

```
52
Properties=species:S:1:pos:R:3
C 1.57 -0.79 4.32
C 1.06 0.35 3.25
Br 2.55 1.73 3.17
C 0.95 -0.28 1.72
N -0.26 -1.23 1.56
N -1.14 -1.15 2.57
C -2.37 -1.98 2.51
C -2.59 -2.95 1.23
C -3.97 -3.87 1.16
O -4.76 -3.59 -0.05
C -5.05 -2.13 -0.17
C -5.86 -1.27 1.02
C -6.16 0.37 0.89
C -5.68 1.21 -0.47
C -4.89 0.38 -1.67
C -4.59 -1.25 -1.51
C -1.48 -3.07 0.03
C -0.18 -2.05 0.30
S 1.21 -1.98 -0.99
O 2.54 -2.55 -0.37
O 0.82 -2.99 -2.13
C 1.49 -0.27 -1.70
F 0.22 0.53 -1.65
F 2.54 0.48 -0.93
F 1.96 -0.39 -3.11
H 2.46 -1.37 3.78
H 2.01 -0.37 5.32
H 0.72 -1.60 4.49
H 0.11 0.95 3.59
H 1.98 -0.85 1.55
H 0.81 0.63 0.99
H -3.19 -1.94 3.35
H -3.69 -5.02 1.15
H -4.65 -3.59 2.09
H -6.20 -1.91 1.96
H -6.73 0.95 1.75
H -5.86 2.37 -0.58
H -4.56 1.01 -2.62
H -4.04 -1.80 -2.41
H -1.55 -3.77 -0.91
C 5.16 2.37 -2.96
C 4.26 3.01 -2.20
C 4.41 4.45 -1.89
O 3.60 5.03 -1.19
C 5.59 5.14 -2.45
C 6.48 4.50 -3.21
C 6.33 3.07 -3.52
O 7.14 2.48 -4.22
H 5.06 1.32 -3.20
H 3.40 2.51 -1.78
H 5.68 6.20 -2.21
H 7.35 5.00 -3.63
```

Summary:
Charge: +1
Molar mass, g mol⁻¹: 548.36
E_tot, eV: -124303.309
HOMO-LUMO gap, eV: 5.29
Multiplicity: 1

# 9
# C21H19ClFN4O6

A 2-piece molecular cluster, C21H19ClFN4O6 overall at a distorted geometry (ωB97M-V with the def2-TZVPD basis set, OMol25).

```
52
Properties=species:S:1:pos:R:3
O 2.60 0.63 4.95
O -8.07 -0.13 -0.04
O -2.68 0.69 -2.81
O -3.99 -2.40 0.07
O -1.66 1.69 -1.12
F 8.88 -1.64 -1.22
Cl 4.78 -0.36 3.31
N 0.28 1.95 2.00
O 1.02 1.84 -0.75
C 1.97 0.98 3.97
C -7.09 0.04 -0.74
C -2.64 1.11 -1.63
C -3.77 -1.67 -0.90
C -0.07 2.01 3.26
C 7.69 -0.17 0.23
C 6.50 -1.70 -1.19
C 6.48 0.31 0.74
C 5.28 -1.22 -0.69
C 3.06 0.82 -0.15
C 7.71 -1.18 -0.73
C 3.65 0.34 2.16
C 1.51 1.40 1.61
C 1.84 1.35 0.25
C 2.41 0.89 2.57
C 5.26 -0.21 0.28
C 3.98 0.31 0.78
N 0.76 1.55 4.26
N -2.80 -1.92 -1.78
N -5.91 -0.50 -0.42
C -7.21 0.87 -2.00
C -1.87 -3.04 -1.70
C -3.87 0.86 -0.75
C -4.64 -0.42 -1.15
H 0.05 1.80 -0.53
H -1.03 2.43 3.51
H 8.63 0.24 0.59
H 6.51 -2.48 -1.95
H 6.48 1.10 1.48
H 4.34 -1.64 -1.06
H 3.29 0.82 -1.21
H 0.47 1.56 5.23
H -2.62 -1.20 -2.48
H -5.90 -1.08 0.41
H -6.99 0.24 -2.86
H -8.23 1.25 -2.08
H -6.52 1.70 -1.97
H -1.12 -2.84 -0.94
H -1.38 -3.19 -2.66
H -2.41 -3.95 -1.42
H -4.53 1.73 -0.83
H -3.56 0.77 0.29
H -4.85 -0.37 -2.22
```

Summary:
Charge: -1
Molar mass, g mol⁻¹: 477.86
E_tot, eV: -55575.401
HOMO-LUMO gap, eV: 8.02
Multiplicity: 1